10
Properties=species:S:1:pos:R:3 method="wB97M-V/def2-TZVPD" charge=+1 largest_force_ev_per_a=4.5 gap_ev=10.500 relative_energy_kj_mol=329.31
C 1.282 0.769 -0.059
C -1.569 -0.052 -0.141
H -1.978 0.593 0.617
H -1.854 -1.092 -0.091
H 0.354 -0.416 1.513
H -1.417 0.360 -1.126
H 1.414 1.827 -0.069
C 1.469 -0.472 -0.372
H 1.938 -1.326 -0.792
N 0.361 -0.191 0.520